{"formula": "C19H54CaF3O18S", "method": "ωB97M-V with the def2-TZVPD basis set", "homo_energy_ev": -9.8645, "total_energy_ha": -3485.414756, "molar_mass_g_mol": 699.76, "orbital_gap_ev": 2.652, "total_charge": 1, "elements": ["Ca", "C", "F", "F", "F", "S", "O", "O", "O", "C", "C", "O", "O", "H", "H", "H", "H", "H", "H", "C", "C", "O", "O", "H", "H", "H", "H", "H", "H", "C", "C", "O", "O", "H", "H", "H", "H", "H", "H", "C", "C", "O", "O", "H", "H", "H", "H", "H", "H", "C", "C", "O", "O", "H", "H", "H", "H", "H", "H", "C", "C", "O", "O", "H", "H", "H", "H", "H", "H", "C", "C", "O", "H", "H", "H", "H", "H", "H", "C", "C", "O", "H", "H", "H", "H", "H", "H", "C", "C", "O", "H", "H", "H", "H", "H", "H"], "xyz": [[0.8276, -4.5902, 1.2837], [1.5274, 2.9632, 0.7658], [2.4005, 3.2688, -0.2032], [2.1630, 2.7305, 1.9032], [0.7406, 4.0895, 0.8301], [0.3247, 1.5037, 0.4308], [-0.6461, 1.4312, 1.4880], [-0.3103, 1.7511, -0.9038], [1.2213, 0.3067, 0.4965], [-6.0021, 0.8571, 6.2378], [-6.5195, 1.3397, 7.6198], [-6.7050, 0.3153, 8.5690], [-4.6641, 0.4408, 6.2890], [-5.8664, 1.6436, 5.4955], [-6.6647, 0.1050, 5.8095], [-7.4511, 1.8232, 7.3258], [-5.9781, 2.2055, 8.0013], [-7.2098, -0.3311, 8.0701], [-4.1778, 0.8025, 5.5445], [4.8396, -2.8550, 3.8697], [5.4722, -3.6905, 2.7591], [4.7215, -4.7651, 2.2977], [3.4160, -2.7952, 3.7873], [5.4170, -1.9306, 3.8864], [5.0262, -3.2905, 4.8513], [6.5150, -3.9804, 2.8881], [5.4488, -3.1383, 1.8196], [5.2663, -5.4077, 1.8374], [3.0727, -2.1955, 4.4537], [3.7237, 0.4097, -6.5314], [3.4003, 1.6643, -7.3893], [2.6565, 1.3097, -8.5582], [2.4815, -0.1321, -5.9730], [4.4520, 0.5623, -5.7349], [4.2661, -0.3656, -7.0725], [4.2559, 2.2419, -7.7392], [2.7891, 2.3091, -6.7578], [1.9461, 0.8024, -8.1587], [2.0238, 0.6628, -5.6899], [-1.0014, -6.3704, 5.5332], [-2.1714, -5.4201, 5.1931], [-1.6571, -4.3855, 4.3844], [-0.2942, -6.7714, 4.3373], [-1.4448, -7.2201, 6.0523], [-0.2599, -5.9035, 6.1814], [-2.6172, -4.9781, 6.0842], [-3.0735, -5.8708, 4.7795], [-2.1848, -3.6170, 4.6137], [0.2789, -7.4928, 4.6070], [1.7759, -7.2296, -2.9265], [2.4298, -5.9558, -3.3469], [1.7650, -4.9284, -2.6240], [1.7440, -7.3960, -1.4917], [2.4036, -8.0030, -3.3693], [0.7841, -7.2787, -3.3761], [2.5429, -5.8903, -4.4291], [3.4276, -5.8143, -2.9316], [1.5825, -4.2222, -3.2481], [1.4998, -8.2929, -1.2517], [-3.1292, -0.3725, -6.7708], [-3.3491, -1.6154, -5.9693], [-4.5009, -2.2969, -6.2785], [-2.4342, -0.5767, -7.9541], [-2.4093, 0.2409, -6.2290], [-4.0738, 0.1210, -6.9996], [-3.3629, -1.3195, -4.9203], [-2.5218, -2.3228, -6.0267], [-4.7732, -2.7317, -5.4671], [-2.9199, -1.1469, -8.5546], [-5.7369, 4.5955, -3.7416], [-4.7276, 5.5337, -3.1293], [-3.4493, 5.1159, -3.4109], [-6.6667, 5.1282, -3.9411], [-5.9849, 3.7697, -3.0748], [-5.4165, 4.1797, -4.6968], [-4.9893, 5.5213, -2.0713], [-4.9859, 6.5336, -3.4780], [-3.3066, 4.2109, -3.1240], [3.3985, 1.8122, 8.5337], [1.8917, 1.9462, 8.5278], [1.3686, 0.8330, 7.7509], [3.7533, 0.9364, 9.0769], [3.8376, 2.7734, 8.8009], [3.7763, 1.7209, 7.5154], [1.5254, 2.8761, 8.0928], [1.4950, 1.7406, 9.5220], [0.4226, 0.9099, 7.8952], [1.7777, 8.8582, -4.0181], [3.0816, 8.2234, -4.5206], [3.3160, 8.7592, -5.7689], [1.3589, 8.3297, -3.1618], [0.9582, 8.8257, -4.7361], [1.7982, 9.8881, -3.6618], [3.2250, 7.1431, -4.5004], [3.9894, 8.5783, -4.0327], [4.0345, 8.2467, -6.1467]], "mulliken_charge": [1.877, 0.574, -0.211, -0.196, -0.226, 1.057, -0.624, -0.638, -0.704, -0.400, -0.438, -0.479, -0.506, 0.322, 0.246, 0.284, 0.333, 0.316, 0.323, -0.329, -0.523, -0.504, -0.523, 0.326, 0.307, 0.362, 0.288, 0.310, 0.312, -0.382, -0.475, -0.486, -0.508, 0.284, 0.262, 0.330, 0.299, 0.355, 0.321, -0.372, -0.517, -0.490, -0.515, 0.323, 0.300, 0.357, 0.323, 0.312, 0.310, -0.287, -0.525, -0.499, -0.523, 0.311, 0.279, 0.388, 0.269, 0.303, 0.313, -0.338, -0.358, -0.507, -0.536, 0.268, 0.280, 0.318, 0.268, 0.306, 0.297, -1.034, -0.173, -0.506, 0.327, 0.299, 0.283, 0.208, 0.301, 0.294, -1.039, -0.178, -0.526, 0.289, 0.340, 0.271, 0.286, 0.265, 0.292, -1.023, -0.168, -0.511, 0.324, 0.289, 0.292, 0.288, 0.219, 0.290]}

***

{"formula": "C4H7NO", "method": "ωB97M-V with the def2-TZVPD basis set", "homo_energy_ev": -9.6097, "e_above_lowest_kj_mol": 96.9, "total_energy_ha": -286.594729, "molar_mass_g_mol": 85.11, "smiles": "C[C@H]1COC=N1", "orbital_gap_ev": 10.628, "total_charge": 0, "elements": ["C", "C", "C", "O", "C", "N", "H", "H", "H", "H", "H", "H", "H"], "xyz": [[0.4287, 1.5138, -0.3147], [0.1579, 0.0451, -0.6194], [0.6932, -0.9271, 0.4567], [-0.4929, -1.3865, 1.1319], [-1.5204, -0.9486, 0.3704], [-1.2942, -0.1999, -0.6254], [-0.0861, 2.1459, -1.0436], [1.5014, 1.7342, -0.3518], [0.0549, 1.7716, 0.6827], [0.5616, -0.2017, -1.6071], [1.3481, -0.4571, 1.1954], [1.1954, -1.8012, 0.0304], [-2.4980, -1.2897, 0.6938]], "nbo_charge": [-0.610, -0.110, -0.098, -0.494, 0.378, -0.471, 0.224, 0.208, 0.207, 0.201, 0.191, 0.186, 0.188]}

***

{"formula": "C23H52FN2O9P2", "method": "ωB97M-V with the def2-TZVPD basis set", "homo_energy_ev": -1.8226, "total_energy_ha": -2476.823372, "molar_mass_g_mol": 581.62, "orbital_gap_ev": 2.817, "total_charge": -1, "elements": ["N", "C", "C", "C", "C", "C", "C", "C", "C", "C", "N", "C", "C", "O", "F", "H", "H", "H", "H", "H", "H", "H", "H", "H", "H", "H", "H", "H", "H", "H", "H", "H", "H", "H", "H", "H", "H", "O", "P", "O", "C", "C", "O", "C", "C", "O", "C", "C", "H", "H", "H", "H", "H", "H", "H", "H", "H", "H", "H", "H", "H", "H", "H", "O", "P", "O", "C", "C", "O", "C", "C", "O", "C", "C", "H", "H", "H", "H", "H", "H", "H", "H", "H", "H", "H", "H", "H", "H", "H"], "xyz": [[5.5486, -8.0644, 2.7359], [4.5170, -7.9475, 1.6702], [3.9273, -6.5417, 1.6418], [3.0594, -6.2447, 0.4156], [2.0224, -5.1292, 0.6161], [2.5471, -3.7269, 0.2905], [3.6749, -3.3274, 1.2827], [4.7367, -2.4707, 0.5747], [5.8624, -3.3545, -0.0131], [7.1712, -3.3144, 0.8131], [7.4993, -4.5642, 1.5096], [3.0623, -2.5419, 2.4666], [3.7792, -3.0718, 3.6551], [3.5832, -4.0907, 4.2319], [4.7986, -2.2587, 4.0825], [5.2244, -7.4736, 3.4967], [6.3628, -7.5766, 2.3769], [3.7156, -8.6696, 1.8432], [5.0314, -8.1801, 0.7364], [4.7623, -5.8409, 1.6199], [3.3573, -6.2900, 2.5374], [2.4871, -7.1514, 0.1732], [3.6526, -6.0282, -0.4772], [1.6044, -5.1412, 1.6251], [1.1897, -5.3656, -0.0653], [2.9689, -3.7114, -0.7189], [1.7384, -2.9756, 0.3780], [5.1931, -1.8645, 1.3600], [4.2475, -1.8667, -0.2131], [5.5508, -4.3934, -0.1045], [6.1003, -2.9540, -1.0077], [8.0011, -3.1285, 0.1269], [7.1524, -2.5150, 1.5521], [6.7666, -4.7917, 2.1705], [7.5879, -5.3133, 0.8368], [3.2346, -1.4591, 2.3528], [2.0073, -2.7910, 2.6032], [-0.7414, -1.5586, -1.3716], [-2.1278, -0.9950, -1.2626], [-2.0915, -0.1116, -2.6732], [-1.8500, -0.7922, -3.8983], [-3.0785, -1.5374, -4.4017], [-1.7859, 0.1056, -0.1273], [-0.7364, -0.1959, 0.7881], [0.5365, 0.4373, 0.3313], [-3.7420, -0.7318, -1.0881], [-4.1993, 0.6485, -1.1964], [-4.7815, 0.9540, -2.5625], [-1.0123, -1.4840, -3.7860], [-1.5502, -0.0380, -4.6279], [-3.5148, -2.1577, -3.6154], [-2.8188, -2.1733, -5.2490], [-3.8526, -0.8399, -4.7228], [-0.6148, -1.2715, 0.8980], [-1.0247, 0.1901, 1.7680], [0.6965, 0.3269, -0.7400], [1.3877, -0.0111, 0.8461], [0.5177, 1.5110, 0.5366], [-3.4107, 1.3515, -0.9509], [-4.9881, 0.7673, -0.4523], [-3.9962, 1.1345, -3.2923], [-5.3909, 1.8597, -2.5136], [-5.3908, 0.1261, -2.9259], [-1.9704, 7.3269, -0.7836], [-3.4222, 7.0697, -0.7266], [-3.8368, 7.0795, 0.8469], [-3.4315, 8.1842, 1.6571], [-4.2912, 9.4175, 1.4292], [-3.5175, 5.4804, -1.0700], [-2.4304, 4.7811, -1.6884], [-1.5941, 4.0450, -0.6612], [-4.8361, 7.3995, -1.3895], [-6.0238, 6.6788, -1.0130], [-6.8771, 7.4525, -0.0297], [-2.3812, 8.4190, 1.4733], [-3.5131, 7.8613, 2.6947], [-4.3837, 9.6454, 0.3649], [-3.8616, 10.2806, 1.9381], [-5.3008, 9.2635, 1.8107], [-1.8169, 5.4657, -2.2717], [-2.8658, 4.0684, -2.3912], [-1.4015, 4.6562, 0.2198], [-0.6415, 3.7354, -1.0922], [-2.1102, 3.1471, -0.3175], [-5.7877, 5.6916, -0.6257], [-6.5817, 6.5391, -1.9391], [-6.4850, 7.3664, 0.9823], [-7.8907, 7.0490, -0.0180], [-6.9127, 8.5114, -0.2857]], "mulliken_charge": [-0.784, -0.787, 0.367, -0.869, -0.735, -0.885, 1.946, -1.569, -0.307, -0.788, -0.740, -0.904, -0.010, -0.572, -0.299, 0.326, 0.290, 0.382, 0.329, -0.488, 0.325, 0.460, 0.274, 0.201, 0.406, 0.436, -0.283, 0.398, 0.379, 0.109, 0.331, 0.297, 0.376, 0.302, 0.282, 0.467, 0.381, -0.733, 1.204, -0.269, -0.472, -0.958, -0.300, -0.534, -0.885, -0.518, 0.489, -1.186, 0.386, 0.278, 0.255, 0.407, 0.225, 0.380, 0.378, 0.225, 0.176, 0.350, -0.271, 0.437, 0.144, 0.449, 0.323, -0.805, 0.919, -0.297, -0.383, -0.938, -0.256, -0.485, -0.851, -0.343, -0.064, -1.093, 0.358, 0.304, 0.240, 0.390, 0.228, 0.396, 0.331, 0.371, 0.385, 0.067, 0.214, 0.411, 0.175, 0.425, 0.273]}